Density functional theory data (the ωB97M-V functional and the def2-TZVPD basis) for 4 unconnected molecules or ions with the total composition C26H48FN7O3S at a distorted geometry.

```
86
Properties=species:S:1:pos:R:3
N 6.548 1.771 1.062
C 5.771 1.726 2.367
C 4.179 1.257 2.161
O 3.442 2.490 1.841
C 4.000 0.037 1.080
C 2.469 -0.206 0.549
O 1.561 0.109 1.663
C 1.145 -1.090 2.406
C -0.346 -1.509 1.836
C -1.562 -1.268 2.953
C -1.584 0.246 3.582
C -1.726 1.453 2.476
S -3.355 2.387 2.811
C -3.978 2.767 1.051
N -4.838 3.943 0.606
N -5.090 3.796 -0.777
C -4.417 2.554 -1.340
O -3.730 1.964 -0.166
C 2.099 0.508 -0.877
N 2.907 1.738 -1.217
C 0.508 0.920 -1.046
C -0.328 -0.284 -1.815
F -1.814 -0.048 -1.792
H 7.428 2.344 1.145
H 5.956 2.323 0.370
H 6.296 1.110 3.221
H 5.694 2.859 2.735
H 3.770 0.897 3.223
H 3.975 2.903 1.073
H 4.725 0.095 0.149
H 4.313 -0.961 1.654
H 2.366 -1.382 0.366
H 1.022 -0.750 3.543
H 1.923 -1.964 2.419
H -0.632 -0.790 0.927
H -0.374 -2.636 1.475
H -1.390 -2.113 3.777
H -2.614 -1.545 2.461
H -0.618 0.511 4.231
H -2.488 0.307 4.352
H -1.715 1.084 1.355
H -0.850 2.232 2.637
H -4.463 2.162 -2.465
H 2.314 -0.297 -1.730
H 3.934 1.563 -1.254
H 2.653 2.572 -0.644
H 0.493 1.847 -1.798
H 0.000 1.301 -0.063
H -0.034 -1.340 -1.367
H 0.033 -0.242 -2.950
C -9.717 4.944 -0.233
C -8.603 5.116 -1.261
C -8.569 6.517 -1.873
C -9.882 6.798 -2.586
N -10.971 7.030 -3.178
H -10.706 5.071 -0.684
H -9.684 3.938 0.198
H -9.613 5.668 0.583
H -8.732 4.367 -2.052
H -7.640 4.912 -0.779
H -7.746 6.594 -2.592
H -8.412 7.273 -1.096
C 0.036 -6.929 -0.655
C -1.100 -5.939 -0.888
C -0.763 -4.884 -1.944
C 0.446 -4.079 -1.497
N 1.450 -3.411 -1.127
H 0.933 -6.432 -0.272
H -0.259 -7.680 0.084
H 0.300 -7.449 -1.583
H -1.344 -5.449 0.063
H -1.993 -6.490 -1.205
H -1.613 -4.208 -2.084
H -0.545 -5.359 -2.906
C 7.035 -2.349 -1.960
C 5.904 -3.294 -2.354
C 4.804 -3.380 -1.294
C 5.387 -3.900 0.010
N 5.871 -4.331 1.092
H 7.549 -2.689 -1.056
H 7.782 -2.297 -2.758
H 6.656 -1.336 -1.781
H 6.323 -4.291 -2.537
H 5.466 -2.950 -3.297
H 4.012 -4.058 -1.628
H 4.358 -2.395 -1.122
```

Results
SMILES string: NC[C@@H](O)C[C@@H](OCCCCCSc1nnco1)[C@H](N)CCF.CCCC#N.CCCC#N.CCCC#N
HOMO, eV: -8.675
DFT total energy, eV: -57852.818
Frontier orbital gap, eV: 8.84
Multiplicity: 1
LUMO level, eV: 0.169
Charge: 0

Density functional theory data (the ωB97M-V functional and the def2-TZVPD basis) for 8 unconnected molecules or ions with the total composition C23H62O8 at a distorted geometry.

```
93
Properties=species:S:1:pos:R:3
C 0.131 -1.173 -6.227
C -0.516 0.082 -5.576
C 0.358 1.329 -5.378
O -1.631 0.477 -6.315
H 0.788 -1.715 -5.546
H 0.670 -0.851 -7.118
H -0.623 -1.915 -6.492
H -0.811 -0.228 -4.573
H 0.703 1.562 -6.386
H 1.300 1.151 -4.860
H -0.236 2.136 -4.950
H -1.596 -0.005 -7.144
C 5.290 3.009 1.095
C 3.953 2.404 1.371
C 2.981 3.356 2.091
O 3.359 2.099 0.155
H 5.872 3.124 2.009
H 5.160 3.964 0.586
H 5.840 2.318 0.455
H 3.949 1.524 2.014
H 1.983 2.930 2.194
H 2.855 4.269 1.510
H 3.370 3.646 3.067
H 2.550 1.602 0.301
C -0.133 4.566 0.185
C -0.848 4.994 -1.116
C -1.490 3.846 -1.929
O -1.935 5.809 -0.812
H 0.820 4.108 -0.080
H -0.760 3.932 0.813
H 0.194 5.389 0.820
H -0.195 5.579 -1.765
H -2.248 4.221 -2.616
H -1.916 3.170 -1.187
H -0.765 3.287 -2.520
H -1.694 6.540 -0.238
C -0.098 -3.949 4.682
C -0.966 -3.607 3.497
C -0.466 -2.501 2.530
O -1.158 -4.787 2.794
H 0.219 -3.059 5.226
H 0.870 -4.381 4.427
H -0.625 -4.619 5.361
H -1.916 -3.289 3.926
H 0.188 -2.966 1.793
H 0.094 -1.805 3.155
H -1.252 -1.896 2.077
H -1.852 -5.191 3.319
C 4.499 -3.138 2.185
C 3.463 -2.072 2.581
C 4.099 -1.041 3.448
O 3.058 -1.418 1.454
H 5.436 -2.696 1.844
H 4.206 -3.647 1.267
H 4.623 -3.826 3.022
H 2.514 -2.379 3.019
H 5.023 -0.720 2.968
H 4.336 -1.468 4.422
H 3.449 -0.188 3.646
H 2.700 -2.052 0.828
C -4.370 -0.502 1.575
C -4.189 0.884 2.073
C -3.777 1.842 1.024
O -5.452 1.360 2.462
H -4.476 -1.200 2.405
H -3.488 -0.941 1.108
H -5.203 -0.646 0.886
H -3.464 0.952 2.884
H -4.590 2.177 0.380
H -3.057 1.336 0.381
H -3.371 2.760 1.448
H -5.487 2.301 2.651
C -1.095 -2.580 -2.249
C -2.188 -3.650 -2.560
C -3.320 -3.695 -1.474
O -2.641 -3.316 -3.873
H -0.690 -2.678 -1.242
H -1.488 -1.572 -2.383
H -0.296 -2.653 -2.987
H -1.732 -4.639 -2.603
H -3.924 -2.791 -1.550
H -2.922 -3.698 -0.460
H -3.967 -4.573 -1.490
H -2.974 -2.420 -3.792
C 0.334 0.499 -1.151
C -0.062 0.508 0.313
O 1.108 0.767 1.123
H 0.961 -0.380 -1.300
H 0.782 1.453 -1.429
H -0.557 0.492 -1.779
H -0.417 -0.474 0.626
H -0.875 1.209 0.501
H 1.716 0.026 1.173
```

Results
SMILES string: CC(C)O.CC(C)O.CC(C)O.CC(C)O.CC(C)O.CC(C)O.CC(C)O.CCO
HOMO, eV: -9.308
DFT total energy, eV: -41234.320
Frontier orbital gap, eV: 9.72
Multiplicity: 1
LUMO level, eV: 0.412
Charge: 0
Energy above the lowest of the compared OMol25 structures with the same formula, charge and spin, kJ/mol: 195.34

Density functional theory data (the ωB97M-V functional and the def2-TZVPD basis) for a molecular structure, C13H33N7O20 at a distorted geometry.

```
73
Properties=species:S:1:pos:R:3
C -0.383 -0.357 -1.531
O 0.422 0.619 -1.009
C 1.028 0.309 0.123
O 1.249 -0.805 0.624
O 1.299 1.479 0.726
C 2.133 1.436 1.886
H 0.124 -1.245 -1.908
H -1.002 0.104 -2.301
H -1.123 -0.656 -0.788
H 2.400 2.476 2.069
H 3.038 0.828 1.896
H 1.556 1.185 2.776
C -3.143 -0.664 -0.335
O -3.882 -0.876 -1.523
C -3.412 -0.445 -2.632
O -2.230 -0.067 -2.792
O -4.358 -0.624 -3.595
C -3.964 -0.403 -4.960
H -3.423 -1.250 0.540
H -3.081 0.375 -0.011
H -2.110 -0.852 -0.626
H -4.836 -0.707 -5.539
H -3.138 -1.086 -5.158
H -3.665 0.572 -5.344
C -1.079 -0.779 1.542
N -1.998 -1.788 2.153
O -1.597 -2.950 2.193
O -3.081 -1.368 2.605
H -1.826 -0.136 1.078
H -0.465 -1.368 0.860
H -0.474 -0.269 2.291
C 1.321 4.540 1.729
N 0.707 4.204 3.082
O 1.176 3.241 3.684
O -0.262 4.835 3.404
H 0.606 4.860 0.971
H 1.770 3.668 1.253
H 2.048 5.351 1.782
C 1.984 -1.481 3.048
N 0.690 -1.466 3.777
O 0.072 -0.427 3.943
O 0.307 -2.544 4.198
H 2.639 -0.809 3.604
H 1.743 -1.061 2.072
H 2.432 -2.459 2.873
C 0.184 -3.433 -0.211
N -0.972 -2.882 -0.978
O -0.829 -2.599 -2.196
O -2.045 -2.748 -0.431
H 0.473 -2.635 0.474
H 0.884 -3.599 -1.030
H -0.124 -4.392 0.206
C -1.276 2.825 -0.800
N -1.447 2.082 0.484
O -0.971 2.620 1.532
O -1.819 0.933 0.356
H -1.938 3.691 -0.814
H -1.408 2.142 -1.639
H -0.213 3.065 -0.771
C -0.496 -1.151 -4.243
N -0.745 -0.025 -5.259
O 0.163 0.808 -5.164
O -1.745 -0.010 -5.936
H -1.369 -1.788 -4.098
H -0.188 -0.604 -3.352
H 0.430 -1.611 -4.590
C 6.248 -0.364 2.269
N 4.768 -0.121 2.276
O 4.406 1.015 2.314
O 4.058 -1.064 2.011
H 6.899 0.346 1.759
H 6.281 -1.344 1.795
H 6.579 -0.300 3.306
```

Results
HOMO, eV: -9.724
DFT total energy, eV: -65362.438
Frontier orbital gap, eV: 8.77
Multiplicity: 1
LUMO level, eV: -0.952
Charge: 0
Energy above the lowest of the compared OMol25 structures with the same formula, charge and spin, kJ/mol: 1397.62

Density functional theory data (the ωB97M-V functional and the def2-TZVPD basis) for a single C3H5N3O molecule.

```
12
Properties=species:S:1:pos:R:3
O -2.237 1.097 -0.165
C -1.676 -0.193 -0.077
C -0.175 -0.168 -0.075
N 0.602 -0.944 0.730
C 1.822 -0.600 0.378
N 1.774 0.333 -0.589
N 0.494 0.620 -0.895
H -1.783 1.554 -0.885
H -2.024 -0.835 -0.901
H -2.021 -0.641 0.856
H 2.745 -0.984 0.790
H 2.527 0.800 -1.069
```

Results
SMILES string: OCc1nc[nH]n1
HOMO, eV: -10.077
DFT total energy, eV: -9709.454
Frontier orbital gap, eV: 10.91
Multiplicity: 1
LUMO level, eV: 0.835
Charge: 0
Energy above the lowest of the compared OMol25 structures with the same formula, charge and spin, kJ/mol: 109.02

Density functional theory data (the ωB97M-V functional and the def2-TZVPD basis) for a single C3H5NO2S molecule at a distorted geometry.

```
12
Properties=species:S:1:pos:R:3
O -2.880 1.090 0.105
C -1.582 0.694 -0.065
N -0.570 1.374 -0.360
C 0.673 0.547 -0.439
O 1.528 1.051 0.439
C 0.346 -0.931 -0.106
S -1.444 -1.087 0.124
H -3.271 0.500 0.659
H 0.979 0.556 -1.524
H 0.970 1.430 1.192
H 0.550 -1.433 -1.062
H 1.087 -1.187 0.719
```

Results
SMILES string: OC1=N[C@@H](O)CS1
HOMO, eV: -9.387
DFT total energy, eV: -19611.315
Frontier orbital gap, eV: 9.90
Multiplicity: 1
LUMO level, eV: 0.510
Charge: 0
Energy above the lowest of the compared OMol25 structures with the same formula, charge and spin, kJ/mol: 115.40

Density functional theory data (the ωB97M-V functional and the def2-TZVPD basis) for a molecular structure, C5H17N2O at a distorted geometry.

```
25
Properties=species:S:1:pos:R:3
N 0.332 0.009 -1.885
C -0.704 1.061 -1.626
C -0.792 1.392 -0.052
N -1.712 0.371 0.550
C -1.312 -1.020 0.317
C -0.026 -1.551 0.847
C 0.371 -0.967 2.241
H 6.060 0.192 -1.500
H 6.584 -0.060 -2.065
H 0.520 -0.066 -2.889
H -1.746 0.588 -1.791
H -0.550 2.038 -2.313
H -1.080 2.386 0.284
H 0.203 1.159 0.353
H -2.742 0.539 0.150
H -2.172 -1.564 0.821
H -1.418 -1.290 -0.799
H -0.171 -2.547 1.051
H 0.767 -1.501 0.097
H 1.212 -1.635 2.523
H 0.718 0.055 2.299
H -0.456 -1.119 3.065
H 2.704 1.020 -0.104
H 1.262 0.426 -0.862
O 1.843 0.652 0.082
```

Results
HOMO (spin up / spin down), eV: -18.405 / -18.405
DFT total energy, eV: -10460.021
Frontier orbital gap (spin up / spin down), eV: 3.75 / 3.93
Multiplicity: 2
LUMO level (spin up / spin down), eV: -14.650 / -14.477
Charge: +2
<S²>: 0.88
Energy above the lowest of the compared OMol25 structures with the same formula, charge and spin, kJ/mol: 1041.02

Density functional theory data (the ωB97M-V functional and the def2-TZVPD basis) for a molecular structure, C30H22N5RhS3.

```
61
Properties=species:S:1:pos:R:3
Rh -0.442 -0.066 -0.901
S 4.032 -0.558 -4.581
C 5.592 -0.572 -5.262
C 6.565 -0.636 -4.310
C 6.036 -0.635 -3.000
C 4.666 -0.572 -2.976
C 3.799 -0.541 -1.804
C 2.410 -0.345 -1.951
N 1.583 -0.305 -0.922
C 2.066 -0.480 0.328
C 3.422 -0.675 0.587
C 3.823 -0.851 1.958
C 2.917 -0.846 2.960
C 1.511 -0.672 2.700
C 0.509 -0.695 3.678
C -0.825 -0.545 3.328
C -1.124 -0.365 1.963
N -0.188 -0.336 1.033
C 1.116 -0.488 1.377
C -1.909 -0.568 4.304
C -3.259 -0.656 4.068
C -4.026 -0.655 5.254
C -3.249 -0.564 6.371
S -1.591 -0.498 5.995
C 4.287 -0.699 -0.513
H 5.710 -0.554 -6.334
H 7.619 -0.670 -4.538
H 6.659 -0.661 -2.118
H 1.966 -0.213 -2.931
H 4.874 -0.995 2.174
H 3.234 -0.985 3.985
H 0.788 -0.847 4.713
H -2.143 -0.240 1.631
H -3.703 -0.740 3.086
H -5.103 -0.719 5.282
H -3.567 -0.539 7.401
H 5.344 -0.859 -0.348
C -0.123 4.866 -1.692
C -1.353 4.255 -1.503
C -1.393 2.890 -1.303
N -0.297 2.118 -1.287
C 0.889 2.719 -1.470
C 1.017 4.078 -1.679
H -0.055 5.934 -1.847
H -2.272 4.823 -1.514
H -2.338 2.386 -1.182
H 1.766 2.089 -1.446
H 1.999 4.505 -1.825
C -5.991 -2.647 -1.533
C -4.785 -1.814 -1.282
C -4.868 -0.492 -0.822
C -3.701 0.210 -0.641
N -2.515 -0.360 -0.896
C -2.530 -1.661 -1.264
S -0.873 -2.237 -1.355
N -3.591 -2.390 -1.478
H -6.893 -2.045 -1.606
H -6.109 -3.355 -0.710
H -5.853 -3.232 -2.440
H -5.823 -0.028 -0.626
H -3.707 1.232 -0.285
```

Results
HOMO, eV: -13.067
DFT total energy, eV: -74419.690
Frontier orbital gap, eV: 5.82
Multiplicity: 1
LUMO level, eV: -7.250
Charge: +2
Energy above the lowest of the compared OMol25 structures with the same formula, charge and spin, kJ/mol: 0.00

Density functional theory data (the ωB97M-V functional and the def2-TZVPD basis) for a molecular structure, C19H30NO2P2Tl at a distorted geometry.

```
55
Properties=species:S:1:pos:R:3
C -2.387 -0.168 -3.560
C -1.832 -0.509 -2.308
N -1.513 0.428 -1.365
C -1.658 1.736 -1.681
C -2.212 2.156 -2.915
C -2.637 1.187 -3.839
C -1.734 -2.034 -1.933
P -1.084 -2.353 -0.263
Tl -2.027 -0.255 1.217
P 0.175 2.593 0.406
C -1.284 2.814 -0.642
O 1.596 -2.147 -5.105
O 1.652 1.180 -3.481
H -2.699 -0.936 -4.294
H -2.403 3.226 -3.077
H -3.110 1.508 -4.785
C -2.223 -3.804 0.005
C 0.556 -3.148 -0.558
H -1.155 3.762 -1.200
H -2.188 2.939 -0.020
H -1.124 -2.626 -2.661
H -2.740 -2.519 -1.950
C 0.215 4.012 1.460
C 1.629 2.825 -0.604
H 1.571 0.777 -2.538
H 2.618 1.415 -3.564
H 1.348 -1.756 -4.226
H 0.684 -2.250 -5.447
H -3.211 -1.037 2.137
H 3.648 -1.454 -0.320
H -2.365 -4.234 -1.001
H -1.829 -4.579 0.693
H -3.190 -3.430 0.394
H 0.433 -4.212 -0.828
H 1.076 -2.620 -1.379
H 1.194 -3.084 0.345
H 1.893 3.885 -0.758
H 2.525 2.365 -0.164
H 1.313 2.367 -1.558
H 0.649 4.851 0.906
H -0.772 4.267 1.842
H 0.864 3.750 2.288
C 0.115 1.099 1.271
C 0.718 0.547 2.218
C 1.284 -0.002 3.379
C 2.332 0.674 4.070
C 2.826 0.190 5.282
C 2.325 -1.001 5.820
C 1.310 -1.704 5.151
C 0.810 -1.224 3.941
H 2.751 1.586 3.636
H 3.611 0.734 5.818
H 2.718 -1.375 6.766
H 0.909 -2.632 5.564
H 0.027 -1.781 3.413
```

Results
HOMO, eV: -4.166
DFT total energy, eV: -49036.217
Frontier orbital gap, eV: 3.88
Multiplicity: 1
LUMO level, eV: -0.284
Charge: 0
Energy above the lowest of the compared OMol25 structures with the same formula, charge and spin, kJ/mol: 197.54